Molecular formula: C12H17N
Method: DFT, ωB97M-V/def2-TZVPD

```
30
Properties=species:S:1:pos:R:3:mulliken_charge:R:1
C -0.62929 -2.06285 2.02378 -1.2592
C 0.07314 -0.81999 1.67449 0.0846
C 1.39146 -0.68567 1.23558 -0.6264
N 1.56633 0.62561 0.75851 -0.0613
C 0.38975 1.32699 0.93798 -0.4713
C 0.08870 2.70474 0.84851 -0.5256
C -1.16741 3.22295 0.95917 -0.5704
C -2.15270 2.27058 1.42351 -0.4401
C -1.78416 1.02614 1.85988 -0.7448
C -0.53199 0.47430 1.51511 1.7543
H -0.39827 -2.84393 1.30186 0.2966
H -1.68243 -1.78698 1.93994 0.2943
H -0.48139 -2.49002 3.01915 0.3305
H 2.26762 -1.25462 1.46561 0.3895
H 2.23398 0.83660 0.03530 0.2741
H 0.97001 3.36305 0.70591 0.2978
H -1.32790 4.26361 0.74194 0.4098
H -3.12521 2.73643 1.58870 0.3449
H -2.69522 0.44612 2.00403 0.1939
C -0.15280 -1.64098 -1.53281 -1.2496
C 1.00869 -1.52534 -2.54527 -0.1809
C 1.13028 -0.09664 -3.09583 -0.9919
H -0.87934 -0.99002 -2.00797 0.3767
H 0.03442 -1.17799 -0.54936 0.3159
H -0.43975 -2.66439 -1.26176 0.3679
H 1.95243 -1.82738 -2.08581 0.2911
H 0.79798 -2.22950 -3.36541 0.2984
H 2.17913 0.15928 -2.90741 0.2264
H 0.91661 0.06409 -4.16181 0.3238
H 0.44733 0.57580 -2.52550 0.2507
```

Values from the calculation:
charge	0
gap between HOMO and LUMO	0.3256	Eh
ΔE to the lowest compared entry with this formula, charge and spin	1.691	eV
SMILES	Cc1c[nH]c2ccccc12.CCC
max |F|	3.0	eV Å⁻¹
highest occupied orbital energy	-7.907	eV